(1)
The following is a quantum chemistry calculation of a 2-piece molecular cluster, C5H13N2OS overall, from the OMol25 dataset.

As for the total charge: +1. The total energy is -21249.058 eV. As for the energy above the lowest of the compared OMol25 structures with the same formula, charge and spin: 224.8 kJ/mol. The lowest unoccupied orbital energy (spin up / spin down) is -3.56 / -3.56 eV. Its frontier orbital gap (spin up / spin down) is 0.293 / 0.293 Eh.

Each line ends with the Mulliken charge.
Positions of all 22 atoms, in Å:
C -2.42562 1.16437 -0.64180  0.09
C 1.91692 -0.80473 0.56728  0.62
C -3.83572 1.58683 -0.83814  -1.00
C 0.72855 -2.34678 -0.86904  -0.57
C 2.75920 0.82121 1.89100  -0.64
N 0.10087 1.59755 -0.91131  -0.56
N 1.79123 -2.00753 0.10177  -0.06
O 2.68199 -0.54139 1.59924  -0.28
S -1.34718 2.01922 -1.48559  0.12
H -2.26891 0.24825 0.03512  0.24
H 1.14942 -0.01826 0.17984  -0.04
H -4.27475 1.98035 0.11205  0.28
H -4.42013 0.69049 -1.14230  0.28
H -4.05085 2.39598 -1.65044  0.34
H 1.12660 -2.13081 -1.88059  0.32
H 0.52544 -3.47247 -0.89115  0.30
H -0.05291 -1.68634 -0.68288  0.13
H 2.15126 1.43428 1.35514  0.42
H 3.81222 1.12001 1.89068  0.26
H 2.37660 0.90621 3.00951  0.24
H 0.93071 1.88068 -1.40867  0.19
H 2.39919 -2.77045 0.47460  0.34

=====

(2)
The following is a quantum chemistry calculation of a 2-piece molecular cluster, C5H13N2S overall, from the OMol25 dataset.

As for the total charge: -1. The total energy is -19211.590 eV. As for the energy above the lowest of the compared OMol25 structures with the same formula, charge and spin: 66.5 kJ/mol. The lowest unoccupied orbital energy is 3.76 eV. Its frontier orbital gap is 0.230 Eh.

Each line ends with the Mulliken charge.
Positions of all 21 atoms, in Å:
C -0.86006 2.07647 -0.57557  -1.10
C -1.65506 0.87305 -0.02130  -0.52
C -1.49756 0.93236 1.53532  -0.62
S 0.16383 0.73794 2.12537  -0.61
H -1.28734 3.00066 -0.20498  0.40
H -0.86348 2.02020 -1.67907  0.30
H 0.21215 1.96293 -0.35824  0.32
H -2.76014 1.02156 -0.30925  0.32
H -1.26415 -0.05021 -0.40724  0.23
H -2.08654 0.11037 1.98587  0.23
H -1.94115 1.85595 1.94861  0.28
C 1.83116 -1.75355 0.93438  -0.93
N 1.25422 -0.99284 -0.15271  -0.06
C 1.15530 -1.44208 -1.45991  0.05
N 0.60728 -0.73471 -2.39531  -0.57
H 1.05422 -2.01767 1.58839  0.35
H 2.30165 -2.73758 0.68654  0.32
H 2.50904 -1.10700 1.54444  0.26
H 0.83436 -0.09918 0.16680  -0.07
H 1.58315 -2.46173 -1.65125  0.25
H 0.70913 -1.19495 -3.30087  0.16

=====

(3)
The following is a quantum chemistry calculation of the molecule C5H13N3, from the OMol25 dataset.

The total energy is -9866.210 eV. As for the energy above the lowest of the compared OMol25 structures with the same formula, charge and spin: 15.1 kJ/mol. The lowest unoccupied orbital energy is 0.92 eV. Its frontier orbital gap is 0.356 Eh. As for the structure (SMILES): [H]/N=C(\N)NCCCC.

Each line ends with the Mulliken charge.
Positions of all 21 atoms, in Å:
H 0.60405 -1.28893 -4.00513  0.20
N 0.08696 -1.12221 -3.15170  -0.70
C 0.78508 -0.72957 -2.17164  0.37
N 2.13808 -0.48151 -2.20252  -0.38
N 0.13990 -0.60204 -0.92059  -0.23
C 0.56625 0.43128 0.06255  -0.59
C 0.32161 -0.11677 1.46402  -0.73
C -1.15383 -0.12266 1.88313  -0.51
C -1.92649 1.18528 1.78250  -1.08
H 2.65240 -0.24852 -1.37414  0.17
H 2.69541 -0.94952 -2.89384  0.23
H -0.80754 -0.43104 -1.18033  0.31
H 0.02682 1.35739 -0.14848  0.24
H 1.60363 0.70239 -0.11127  0.45
H 0.65660 -1.15060 1.37763  0.28
H 0.90966 0.43480 2.20165  0.38
H -1.19870 -0.52261 2.89301  0.35
H -1.63683 -0.85232 1.25439  0.31
H -1.86534 1.59423 0.77306  0.31
H -2.96872 0.94077 1.99186  0.34
H -1.62902 1.97216 2.47584  0.29